[1]
Here is a cluster of 3 separate species, C33H67F3N2O9 in total from the OMol25 dataset. Energies are from the ωB97M-V functional and the def2-TZVPD basis.

Atoms and positions in Å:
C  -1.62430  2.68126  2.43987
C  -2.24660  1.56016  1.63073
C  -2.30578  0.23629  2.38146
C  -0.96225  -0.21669  2.93296
C  -1.04199  -1.59200  3.56664
C  0.18016  -1.95380  4.39960
C  1.42984  -2.06812  3.53207
C  1.38535  -3.27298  2.58990
C  1.91423  -2.93854  1.18363
C  0.87236  -3.13259  0.05461
C  0.77744  -1.87139  -0.79654
C  0.31351  -2.08622  -2.24112
C  0.99552  -1.12910  -3.22143
C  0.97817  0.29295  -2.80252
O  -0.14373  1.09783  -3.25396
C  0.16807  2.31286  -2.68664
O  -0.63338  3.15449  -2.28458
O  1.53137  2.42904  -2.61066
C  2.08726  1.24335  -3.22575
C  3.47027  0.85260  -2.77328
O  3.69053  1.21482  -1.43204
C  5.04111  1.13510  -1.04233
C  5.25447  0.15208  0.08769
C  2.10419  1.56815  -4.75646
O  2.04810  2.95383  -5.05896
C  3.22843  3.59456  -5.12458
F  4.07933  3.01753  -5.98879
F  3.00151  4.84915  -5.54118
F  3.85189  3.65632  -3.93985
H  -2.23327  2.85639  3.32250
H  -0.61580  2.43849  2.73419
H  -1.62840  3.59220  1.85949
H  -3.25462  1.80910  1.32728
H  -1.67591  1.39441  0.71989
H  -3.02753  0.30070  3.19007
H  -2.65805  -0.55550  1.72127
H  -0.64349  0.50901  3.67393
H  -0.25534  -0.18919  2.10604
H  -1.20966  -2.31665  2.77804
H  -1.92050  -1.60671  4.20633
H  -0.00128  -2.88995  4.91761
H  0.31146  -1.19128  5.16175
H  1.52370  -1.13900  2.98147
H  2.28799  -2.12683  4.18919
H  2.05553  -4.00535  3.02204
H  0.38928  -3.68911  2.56561
H  2.21047  -1.89857  1.20446
H  2.82131  -3.48260  0.95864
H  -0.07607  -3.25822  0.55648
H  1.13326  -4.00200  -0.53135
H  0.12441  -1.13617  -0.34145
H  1.75835  -1.40778  -0.84180
H  -0.76135  -2.01773  -2.35684
H  0.57830  -3.09279  -2.54555
H  0.51050  -1.21191  -4.19103
H  2.00094  -1.49259  -3.37748
H  0.95162  0.46651  -1.73131
H  3.61952  -0.22035  -2.87911
H  4.21226  1.31479  -3.41607
H  5.69600  0.84672  -1.85919
H  5.37660  2.11632  -0.71870
H  4.49932  0.23241  0.85626
H  6.22726  0.34839  0.52117
H  5.29269  -0.86497  -0.28220
H  2.97105  1.08966  -5.19666
H  1.24917  1.12854  -5.23906
C  0.49589  -7.43052  -6.16657
O  0.79018  -6.73233  -7.36194
C  -0.31499  -6.61884  -8.25180
C  -0.74265  -5.17462  -8.38880
N  -1.34994  -4.69103  -7.15506
C  -1.59346  -3.25200  -7.12891
C  -0.38176  -2.32701  -7.15497
O  0.42460  -2.40218  -5.98964
C  1.43009  -3.40168  -6.01102
H  1.42857  -7.54505  -5.61695
H  -0.21132  -6.87719  -5.53906
H  0.09020  -8.42376  -6.37861
H  -1.15045  -7.24491  -7.92794
H  0.01563  -6.98203  -9.22906
H  -1.46962  -5.09061  -9.20126
H  0.14687  -4.59200  -8.66586
H  -0.74591  -4.92901  -6.37974
H  -2.15217  -3.03923  -6.21420
H  -2.24953  -2.99318  -7.96517
H  -0.76042  -1.30177  -7.18860
H  0.23000  -2.45931  -8.05420
H  1.80174  -3.58562  -7.02104
H  1.07278  -4.33852  -5.57553
H  2.25952  -3.05083  -5.39457
C  -1.66728  7.50816  7.62917
O  -2.00533  6.62625  8.68310
C  -3.36968  6.69623  9.08032
C  -4.08680  5.40330  8.76023
N  -4.24512  5.23564  7.32125
C  -4.73360  3.91953  6.91991
C  -3.83323  2.71641  7.18144
O  -2.64260  2.71093  6.41718
C  -1.54973  3.40650  6.99014
H  -0.59079  7.44334  7.48150
H  -2.16312  7.22833  6.69359
H  -1.92511  8.54114  7.88031
H  -3.87437  7.54784  8.61638
H  -3.38516  6.84809  10.16360
H  -5.07512  5.41616  9.22849
H  -3.50756  4.58452  9.20890
H  -3.35253  5.39676  6.87406
H  -4.92113  3.96329  5.84430
H  -5.70099  3.74539  7.40116
H  -4.38894  1.82685  6.87187
H  -3.60817  2.58405  8.24627
H  -1.57056  3.37311  8.08207
H  -1.51731  4.44722  6.65598
H  -0.63439  2.92486  6.64482

Values from the calculation:
ΔE to the lowest compared entry with this formula, charge and spin in eV: 0.000
E_LUMO in hartree: 0.015
Highest occupied orbital energy in eV: -8.63
Total charge: 0
Frontier orbital gap in hartree: 0.33177



[2]
Here is a cluster of 2 separate species, F2H2N2O2S in total from the OMol25 dataset. Energies are from the ωB97M-V functional and the def2-TZVPD basis.

Atoms and positions in Å:
N  -0.22080  0.51446  -0.25661
N  3.24563  0.71352  0.02737
O  2.13905  -1.32302  1.32296
O  2.37354  -1.48897  -1.14434
F  2.97319  1.43065  -1.08966
F  2.89166  1.51142  1.06194
S  2.06489  -0.73944  0.02396
H  -0.46097  0.47692  0.73128
H  -0.72702  -0.22712  -0.73089

Values from the calculation:
ΔE to the lowest compared entry with this formula, charge and spin in eV: 3.144
E_LUMO (alpha / beta) in hartree: -0.103 / -0.103
Highest occupied orbital energy (alpha / beta) in eV: -10.29 / -10.29
Total charge: 0
Frontier orbital gap (alpha / beta) in hartree: 0.27539 / 0.27538



[3]
Here is a cluster of 2 separate species, C5H15N in total from the OMol25 dataset. Energies are from the ωB97M-V functional and the def2-TZVPD basis.

Atoms and positions in Å:
C  1.93208  1.81966  -1.38224
C  1.38181  0.87866  -0.27513
C  2.41064  -0.11789  0.22473
H  2.31806  1.21547  -2.20252
H  1.13221  2.53040  -1.56849
H  2.79203  2.35058  -0.97023
H  0.87802  1.46176  0.50340
H  0.50198  0.40960  -0.71925
H  1.81592  -0.90314  0.68347
H  3.12124  0.32117  0.92989
H  2.80153  -0.58350  -0.68054
C  -1.20450  -0.53350  1.59360
C  -2.36129  -0.96854  0.64442
N  -2.30760  -1.05299  -0.81584
H  -0.28140  -1.02957  1.25623
H  -1.33479  -0.94185  2.63942
H  -1.13752  0.55962  1.73894
H  -3.22545  -0.36195  0.97120
H  -2.51427  -2.01876  0.87247
H  -2.02470  -0.19474  -1.28033
H  -1.59396  -1.72660  -1.07095

Values from the calculation:
ΔE to the lowest compared entry with this formula, charge and spin in eV: 0.672
E_LUMO in hartree: 0.037
Highest occupied orbital energy in eV: -9.42
Total charge: 0
Frontier orbital gap in hartree: 0.38264



no.,F_max (Eh/bohr)
1,0.07157
2,0.05636
3,0.03671